Entry from the OMol25 dataset: a 2-piece molecular cluster, C6H12O overall (wB97M-V/def2-TZVPD).

Structure (ORCA input):
```
! RIJCOSX wB97M-V def2-TZVPD def2/J DEFGRID3
* xyz 0 1
O 0.548 1.999 -1.004
C 2.058 -0.978 -0.521
C 0.125 -0.570 1.036
C 1.071 1.285 -1.824
C -2.036 0.867 0.705
C -1.418 -0.498 1.020
C 0.786 -1.176 -0.179
H 2.689 -0.274 0.026
H 0.559 0.424 1.226
H -1.760 1.230 -0.290
H 0.433 -1.202 1.885
H -1.806 -1.239 0.306
H -3.131 0.801 0.769
H -1.704 1.624 1.426
H 2.517 -1.479 -1.372
H 2.166 1.290 -1.998
H 0.499 0.578 -2.456
H 0.181 -1.874 -0.765
H -1.780 -0.807 2.009
*
```

Results
Calculated total energy: -310.987714 hartree
Gap between HOMO and LUMO: 10.69 eV
Structure (SMILES): C=CCCC.C=O
Molar mass: 100.161 g/mol
HOMO level: -9.69 eV
ΔE to the lowest compared entry with this formula, charge and spin: 44.9 kcal per mole